Record 1
DFT (ωB97M-V with the def2-TZVPD basis set) results for 4 unconnected molecules or ions with the total composition C16H23BF9O8.

Values from the calculation:
- E: -2149.00363 hartree
- Orbital gap: 7.63 eV
- Total charge: -1
- Maximum force: 7.7 eV/A

The geometry in XYZ format:
```
57
Properties=species:S:1:pos:R:3:forces:R:3
F 0.51292 -2.61800 6.90675 0.2 -0.7 -0.8
F 0.99782 0.86842 -5.83061 0.6 0.6 1.0
F 2.25508 -0.00750 -4.27889 -0.4 1.5 -0.2
F 1.10570 -4.71233 7.04147 -0.2 0.8 -1.1
F 1.50839 3.85681 1.65069 -1.2 0.0 0.4
F -0.31359 4.47211 0.62623 0.2 -0.5 1.4
F 0.29281 5.47330 2.46624 -0.3 -1.0 -0.1
F 3.01707 1.62485 -5.50466 -0.8 0.1 0.7
F -0.77202 -4.17239 6.07693 1.2 0.3 -0.2
O -1.73329 2.89430 2.46133 2.8 1.2 0.1
O 0.15520 2.81260 3.76120 -0.5 1.1 -1.5
O 1.32681 3.44555 -4.40746 0.1 -1.6 0.0
O 2.38995 -4.05674 4.63449 -2.5 0.7 1.2
O 0.94618 1.93000 -2.72791 1.3 0.2 -2.9
O 0.59083 -2.91640 -1.13612 -0.4 3.5 -6.5
O 0.46934 -2.99342 3.96866 0.7 -0.8 2.3
O -5.19398 -1.48376 -2.28767 4.7 -4.0 -4.6
C 0.46666 -2.31324 -2.34717 -0.7 -3.3 4.3
C 1.83105 4.99921 -2.61219 0.3 -0.2 0.1
C -0.91802 -2.49741 -3.21236 2.7 -1.6 -0.2
C 1.35069 2.18971 -3.85735 -1.5 1.4 2.7
C 0.22032 4.25340 1.86117 1.3 1.4 -1.8
C -0.42916 0.48177 4.10310 0.0 -0.1 -0.4
C -4.38130 -2.19375 -3.10266 -3.0 3.5 2.2
C -3.24335 -1.54708 -4.09654 -2.2 -1.3 -1.0
C -0.50351 1.89589 4.64832 -0.3 -0.7 0.4
C 1.90328 1.17513 -4.85819 0.6 -2.0 -1.5
C 1.25331 -3.66040 4.87468 1.6 0.4 -3.0
C 0.78262 4.48654 -3.58198 -0.2 0.5 0.5
C 1.05394 -2.76052 2.67822 0.3 0.0 -1.2
C 0.53096 -3.79314 6.21520 -1.2 -0.5 2.0
C -0.57999 3.24780 2.68861 -2.2 -2.0 1.5
C 0.91303 -3.99036 1.80062 0.1 -0.4 0.1
B -1.83195 -1.13401 -3.34937 0.0 -0.4 -0.2
H 2.09983 -2.44753 2.77210 -0.2 -0.2 0.2
H -2.99294 -2.39292 -4.90089 -0.7 1.5 1.6
H -0.13503 -4.30070 1.73850 0.1 0.2 -0.1
H 1.47074 -4.83626 2.21459 0.0 0.2 0.0
H -0.57811 -2.80870 -4.31253 -0.5 0.5 2.1
H 2.73090 5.31503 -3.14991 -0.2 0.1 0.0
H 0.47710 5.29675 -4.25247 0.2 -0.4 -0.2
H -4.56577 -3.37312 -3.11282 0.6 2.2 0.1
H -0.97011 0.39547 3.15554 0.0 0.0 0.2
H -0.11802 4.14334 -3.06070 0.3 -0.2 -0.1
H 0.60981 0.20085 3.90251 -0.1 0.0 0.2
H 0.02396 1.94670 5.60673 0.1 0.3 -0.3
H 0.50743 -1.92513 2.22789 -0.1 -0.2 0.3
H -1.53837 2.20464 4.83380 0.2 0.0 -0.3
H 2.13783 4.21549 -1.91246 -0.2 0.1 0.0
H -0.85821 -0.23032 4.81354 0.1 0.1 -0.1
H -1.32075 -0.30814 -4.05203 0.5 0.2 -0.5
H 1.28416 -3.79070 0.79153 -0.2 0.1 0.2
H -3.66328 -0.63825 -4.74663 0.5 -1.9 1.8
H -1.95995 -0.62705 -2.29589 -0.4 0.3 0.9
H -1.48981 -3.42562 -2.77763 1.2 1.7 -0.5
H 1.42892 -1.71680 -2.71817 -2.2 -1.0 0.6
H 1.44587 5.84604 -2.03739 0.0 -0.1 -0.1
```
Positions in Å, forces in eV/Å.

For each atom in turn, the natural (NBO) charge in e is: atom 1 (F): -0.316, atom 2 (F): -0.301, atom 3 (F): -0.305, atom 4 (F): -0.310, atom 5 (F): -0.309, atom 6 (F): -0.303, atom 7 (F): -0.315, atom 8 (F): -0.320, atom 9 (F): -0.310, atom 10 (O): -0.515, atom 11 (O): -0.486, atom 12 (O): -0.492, atom 13 (O): -0.534, atom 14 (O): -0.504, atom 15 (O): -0.675, atom 16 (O): -0.482, atom 17 (O): -0.620, atom 18 (C): 0.442, atom 19 (C): -0.637, atom 20 (C): -0.688, atom 21 (C): 0.682, atom 22 (C): 0.901, atom 23 (C): -0.642, atom 24 (C): 0.423, atom 25 (C): -0.693, atom 26 (C): -0.077, atom 27 (C): 0.904, atom 28 (C): 0.682, atom 29 (C): -0.077, atom 30 (C): -0.081, atom 31 (C): 0.900, atom 32 (C): 0.682, atom 33 (C): -0.647, atom 34 (B): -0.154, atom 35 (H): 0.192, atom 36 (H): 0.186, atom 37 (H): 0.217, atom 38 (H): 0.200, atom 39 (H): 0.198, atom 40 (H): 0.207, atom 41 (H): 0.189, atom 42 (H): 0.108, atom 43 (H): 0.233, atom 44 (H): 0.210, atom 45 (H): 0.214, atom 46 (H): 0.192, atom 47 (H): 0.209, atom 48 (H): 0.198, atom 49 (H): 0.227, atom 50 (H): 0.226, atom 51 (H): -0.063, atom 52 (H): 0.275, atom 53 (H): 0.229, atom 54 (H): -0.039, atom 55 (H): 0.211, atom 56 (H): 0.138, atom 57 (H): 0.217

=====

Record 2
DFT (ωB97M-V with the def2-TZVPD basis set) results for C16H23BN2O4 in the gas phase.

Values from the calculation:
- E: -1058.92189 hartree
- Orbital gap: 8.97 eV
- ΔE to the lowest compared entry with this formula, charge and spin: 5.6 kcal/mol
- Maximum force: 2.4 eV/A
- SMILES: C=CC(=O)N(C)CC(=O)N[C@@H](Cc1ccc(C)c(C)c1)B(O)O

The geometry in XYZ format:
```
46
Properties=species:S:1:pos:R:3:forces:R:3
O -0.47774 1.99321 5.45664 -0.6 -0.3 -0.1
O -1.69711 -2.90738 -1.51506 -0.5 -0.7 0.8
O -3.16548 -1.72964 -0.08874 0.3 -0.9 -0.4
O -2.47364 0.03877 1.90261 -0.5 0.2 -0.1
N -1.43502 0.12012 4.53743 1.2 -0.2 -0.6
N -0.65096 -1.18983 1.37840 -0.3 -0.1 0.5
C 0.72410 1.11391 3.68663 0.1 -0.6 -0.8
C 1.82064 1.80173 3.99472 0.4 -0.3 -0.5
C 0.43184 -0.64209 -4.40055 1.0 1.6 -0.2
C 1.44245 1.10850 -5.93160 -0.4 0.0 0.0
C 1.84965 1.08097 -3.48704 -0.4 0.1 -0.4
C 0.63791 -1.19874 -0.66950 -0.5 0.3 -0.5
C -1.57053 -0.70157 2.25049 0.7 -0.4 -1.2
C 2.82998 2.21980 -3.66374 -0.5 -0.1 -0.6
C 0.82725 -0.57395 -2.03208 0.5 -0.2 -0.1
C 1.15767 0.53916 -4.58489 1.0 -0.7 0.5
C -0.43829 1.12051 4.60243 -0.8 -0.3 1.1
C -2.64405 0.28640 5.30558 -0.7 0.5 0.1
C 1.63118 0.53612 -2.23214 -0.1 0.0 0.0
C -1.35767 -1.09147 3.65753 0.2 0.7 2.3
C -0.74716 -0.96805 -0.06604 0.1 0.2 -0.2
C 0.30383 -1.18064 -3.16090 -0.9 -0.2 1.0
B -1.90220 -1.92956 -0.57868 -0.7 0.8 -0.3
H 2.72761 1.83070 3.37591 -0.6 -0.1 0.0
H 2.81675 2.90383 -2.84194 0.3 0.1 0.9
H 3.83753 1.87232 -3.87956 0.2 -0.1 0.3
H -0.40303 -1.58503 3.80692 0.4 0.1 -0.1
H 2.12651 1.00019 -1.40771 0.3 0.2 0.6
H -0.33260 -2.02218 -3.00700 -0.1 -0.7 -0.1
H -2.78845 -0.47632 6.07266 0.3 -0.1 0.0
H 2.57372 2.85369 -4.50328 -0.2 0.0 -0.3
H 2.51013 1.11596 -6.09016 0.4 0.0 -0.3
H 0.96080 0.57997 -6.74864 -0.1 -0.1 0.0
H 1.39069 -0.80270 0.00093 0.3 0.0 0.2
H -3.18176 -1.06454 0.60737 -0.1 0.5 0.2
H 0.02560 -1.87276 1.70120 -0.2 0.2 0.0
H -2.43956 -3.53575 -1.41070 0.4 0.3 -0.5
H 0.72384 -2.27375 -0.76325 0.5 -0.3 0.0
H -1.07423 0.06807 -0.20613 0.1 0.0 0.0
H 0.61660 0.54942 2.75665 0.4 0.2 0.2
H 1.10098 2.13420 -5.93506 -0.1 0.4 -0.3
H -2.08334 -1.85432 4.01340 0.1 0.8 -0.3
H 1.89652 2.34878 4.91380 -0.2 0.1 0.4
H -2.64782 1.26340 5.80686 0.2 -0.3 -0.3
H -3.51308 0.24098 4.63661 0.1 0.0 0.1
H 0.05993 -1.12045 -5.26037 -0.7 -0.6 -0.9
```
Positions in Å, forces in eV/Å.

For each atom in turn, the natural (NBO) charge in e is: atom 1 (O): -0.612, atom 2 (O): -0.893, atom 3 (O): -0.904, atom 4 (O): -0.648, atom 5 (N): -0.432, atom 6 (N): -0.592, atom 7 (C): -0.325, atom 8 (C): -0.282, atom 9 (C): -0.208, atom 10 (C): -0.633, atom 11 (C): -0.034, atom 12 (C): -0.409, atom 13 (C): 0.663, atom 14 (C): -0.639, atom 15 (C): -0.036, atom 16 (C): 0.004, atom 17 (C): 0.641, atom 18 (C): -0.417, atom 19 (C): -0.154, atom 20 (C): -0.308, atom 21 (C): -0.396, atom 22 (C): -0.216, atom 23 (B): 1.103, atom 24 (H): 0.199, atom 25 (H): 0.219, atom 26 (H): 0.220, atom 27 (H): 0.209, atom 28 (H): 0.191, atom 29 (H): 0.228, atom 30 (H): 0.188, atom 31 (H): 0.215, atom 32 (H): 0.216, atom 33 (H): 0.216, atom 34 (H): 0.207, atom 35 (H): 0.516, atom 36 (H): 0.402, atom 37 (H): 0.500, atom 38 (H): 0.217, atom 39 (H): 0.242, atom 40 (H): 0.205, atom 41 (H): 0.216, atom 42 (H): 0.245, atom 43 (H): 0.218, atom 44 (H): 0.248, atom 45 (H): 0.204, atom 46 (H): 0.206

=====

Record 3
DFT (ωB97M-V with the def2-TZVPD basis set) results for a molecular structure, C16H23Br24ClNO2S.

Values from the calculation:
- E: -63463.01001 hartree
- Orbital gap: 6.35 eV
- Total charge: +1
- Maximum force: 2.8 eV/A

The geometry in XYZ format:
```
68
Properties=species:S:1:pos:R:3:forces:R:3
Br -4.73961 -0.88400 -0.29982 0.1 0.1 -0.1
Br -4.95402 5.46992 3.27406 0.0 -0.1 -0.1
Br -6.27583 -2.70911 -9.42942 -0.1 0.1 0.0
Br -0.65772 8.53655 -10.88772 0.1 0.0 0.1
Br -3.57519 2.97770 1.83874 -0.1 0.0 0.0
Br -9.24970 -2.10255 -8.44395 0.1 0.0 0.0
Br 0.66564 10.50039 -8.74721 0.0 -0.1 -0.1
Br 3.52992 4.08065 -7.30628 -0.1 0.0 0.0
Br -2.39463 -0.41794 -2.41401 -0.1 0.0 0.1
Br -6.40447 4.06390 0.80557 0.1 0.0 0.1
Br -9.20304 -0.29865 -2.86277 0.1 0.1 -0.1
Br 0.64392 2.92308 -6.58781 0.0 0.1 0.0
Br 2.52147 8.80147 -10.71160 -0.1 0.0 0.0
Br -7.62934 0.10884 -10.07508 0.0 -0.1 0.1
Br 0.90551 5.63933 -8.24078 0.1 0.0 0.0
Br -6.89553 0.18952 -5.01068 0.0 0.0 0.1
Br -9.01166 2.49658 -4.39379 0.1 -0.1 0.0
Br 6.39251 -6.57499 6.29452 1.5 -0.3 0.4
Br 0.26607 5.31772 -3.22055 0.0 -0.1 0.1
Br 1.49212 2.45202 -2.51760 -0.1 0.1 0.0
Br -4.51355 1.90457 -1.82858 -0.1 -0.2 0.0
Br 8.61770 -6.32835 8.56585 -0.1 0.0 -0.2
Br 9.44907 -7.19678 5.60963 -0.2 0.0 0.1
Br -1.50819 3.15724 -1.68650 0.3 0.3 -0.1
Cl -0.29196 0.68872 0.74477 0.2 -0.2 0.4
S -0.40309 -0.86917 2.07725 -1.1 -1.1 -0.3
O -0.78994 -2.03068 1.33286 0.6 0.3 -0.2
O -1.27541 -0.49136 3.14635 0.7 0.6 0.0
N 4.18963 -5.51768 4.77783 -0.3 -1.1 0.1
C 2.73671 -2.19546 5.77205 0.6 -0.2 0.1
C 8.08965 -7.25151 6.96668 0.5 -0.1 0.1
C 3.46991 -3.54093 5.65971 -0.6 -0.5 0.2
C 1.50632 -0.66007 4.11597 0.4 -0.3 -0.6
C 3.80148 -5.84496 5.96384 -2.1 1.7 -0.3
C -7.51536 -1.35845 -8.83078 0.0 0.0 0.0
C 2.81013 -4.76436 6.37646 0.2 -0.1 -0.2
C 0.27068 3.84518 -1.97829 0.1 0.0 0.1
C 1.28721 -1.11943 2.64722 0.4 0.6 1.3
C -4.71508 4.52182 1.61443 -0.1 0.0 -0.1
C 3.61744 -4.23860 4.28671 1.8 0.9 0.2
C 0.82962 9.70000 -10.49334 0.0 0.0 0.0
C -3.54776 0.39783 -1.10202 0.0 -0.1 0.0
C 1.69482 4.50871 -6.89587 0.0 0.0 0.0
C 2.89964 -1.23367 4.56096 -0.9 0.8 0.8
C -8.03430 0.99670 -3.68058 -0.1 0.0 0.0
H 1.46210 -2.20097 2.63557 -0.3 0.2 -0.5
H 4.41020 -3.78974 3.67856 -0.4 0.0 -0.1
H 1.68834 -2.37716 6.04105 0.1 0.1 -0.4
H 7.93144 -8.28968 7.22690 -0.1 0.0 0.0
H 1.91603 -5.00439 5.77119 -0.1 0.0 0.5
H -7.38701 1.37807 -2.90210 0.0 0.0 0.0
H 4.88014 -6.06272 4.26979 -0.2 0.0 -0.2
H 4.47861 -3.48589 6.09446 -0.1 0.3 -0.3
H 0.80244 10.50393 -11.21559 0.0 0.0 0.0
H 2.70748 -4.35164 3.68478 0.1 -0.3 0.4
H -7.12820 -0.95935 -7.90346 0.0 0.0 0.0
H 3.45510 -1.66364 3.72074 -0.2 -0.1 0.1
H -2.91354 0.78182 -0.31310 0.0 0.0 0.0
H 0.69857 -1.02866 4.75496 0.2 0.0 -0.2
H 1.49700 0.43026 4.20403 0.0 -0.2 -0.2
H 3.46803 -0.35639 4.89080 0.2 -0.4 -0.1
H 4.09943 -6.70643 6.54075 -0.2 -0.2 -0.4
H 2.51641 -4.67092 7.42151 0.4 -0.1 -0.1
H 0.62641 4.22944 -1.03218 0.0 0.0 0.0
H 2.03188 -0.60143 2.03674 -0.4 -0.2 -0.4
H 3.16663 -1.68636 6.64470 -0.2 -0.2 -0.1
H -4.20856 5.19288 0.93431 0.0 0.0 0.0
H 1.69927 5.06925 -5.97087 0.0 0.0 0.0
```
Positions in Å, forces in eV/Å.

For each atom in turn, the natural (NBO) charge in e is: atom 1 (Br): 0.108, atom 2 (Br): 0.100, atom 3 (Br): 0.087, atom 4 (Br): 0.091, atom 5 (Br): 0.074, atom 6 (Br): 0.095, atom 7 (Br): 0.091, atom 8 (Br): 0.087, atom 9 (Br): 0.100, atom 10 (Br): 0.101, atom 11 (Br): 0.097, atom 12 (Br): 0.087, atom 13 (Br): 0.095, atom 14 (Br): 0.094, atom 15 (Br): 0.099, atom 16 (Br): 0.078, atom 17 (Br): 0.097, atom 18 (Br): 0.012, atom 19 (Br): 0.094, atom 20 (Br): 0.085, atom 21 (Br): 0.092, atom 22 (Br): 0.138, atom 23 (Br): 0.137, atom 24 (Br): 0.090, atom 25 (Cl): -0.208, atom 26 (S): 2.091, atom 27 (O): -0.896, atom 28 (O): -0.888, atom 29 (N): -0.429, atom 30 (C): -0.417, atom 31 (C): -0.490, atom 32 (C): -0.182, atom 33 (C): -0.397, atom 34 (C): 0.291, atom 35 (C): -0.498, atom 36 (C): -0.479, atom 37 (C): -0.503, atom 38 (C): -0.652, atom 39 (C): -0.496, atom 40 (C): -0.249, atom 41 (C): -0.499, atom 42 (C): -0.509, atom 43 (C): -0.501, atom 44 (C): -0.412, atom 45 (C): -0.498, atom 46 (H): 0.236, atom 47 (H): 0.239, atom 48 (H): 0.220, atom 49 (H): 0.236, atom 50 (H): 0.248, atom 51 (H): 0.225, atom 52 (H): 0.453, atom 53 (H): 0.217, atom 54 (H): 0.226, atom 55 (H): 0.242, atom 56 (H): 0.221, atom 57 (H): 0.197, atom 58 (H): 0.221, atom 59 (H): 0.227, atom 60 (H): 0.232, atom 61 (H): 0.235, atom 62 (H): 0.274, atom 63 (H): 0.268, atom 64 (H): 0.222, atom 65 (H): 0.263, atom 66 (H): 0.240, atom 67 (H): 0.226, atom 68 (H): 0.222

=====

Record 4
DFT (ωB97M-V with the def2-TZVPD basis set) results for C16H23ClN2O3S in the gas phase.

Values from the calculation:
- E: -1817.10416 hartree
- Orbital gap: 9.77 eV
- ΔE to the lowest compared entry with this formula, charge and spin: 12.6 kcal/mol
- Maximum force: 0.9 eV/A
- SMILES: CS(=O)(=O)N(CC(=O)N1CCCCCC1)Cc1ccc(Cl)cc1

The geometry in XYZ format:
```
46
Properties=species:S:1:pos:R:3:forces:R:3
Cl 5.35452 0.67946 -0.24241 0.2 0.1 0.0
S -2.04160 -2.03548 -0.59640 -0.1 -0.4 -0.1
O -2.52882 -0.92096 -1.35066 -0.3 0.1 0.2
O -1.53182 -3.15492 -1.33477 0.1 -0.3 0.2
O -3.27871 0.44113 1.40925 -0.2 -0.1 0.2
N -1.74119 1.40065 0.06109 0.0 0.2 -0.1
N -0.78576 -1.49029 0.35861 -0.7 -0.4 -0.5
C 3.11141 -0.58581 -1.04852 0.0 0.0 0.0
C -0.04210 2.67066 -1.22493 0.1 0.0 0.4
C -2.15272 0.47104 0.93225 0.1 0.2 0.6
C 1.95933 -1.31416 -0.82416 0.1 0.0 0.1
C -2.44014 3.78990 -0.04433 0.1 0.0 0.2
C 2.41827 -1.34615 1.52662 -0.1 -0.1 -0.1
C -1.12189 3.94361 0.71327 0.0 0.2 -0.1
C 3.91581 -0.23974 0.02774 -0.2 -0.1 0.1
C 1.60066 -1.70058 0.46306 0.1 0.0 0.1
C -2.72645 2.32891 -0.45844 -0.4 0.0 0.0
C -0.46699 1.33218 -0.62895 0.3 -0.1 -0.4
C -1.12905 -0.56057 1.40772 -0.3 0.2 0.3
C 0.29016 -2.41128 0.67037 0.2 -0.3 -0.1
C 0.10862 3.77882 -0.18326 -0.1 -0.1 0.0
C -3.34516 -2.60251 0.51864 0.6 0.4 -0.5
C 3.57901 -0.62030 1.31584 0.1 0.1 -0.1
H 4.21424 -0.34737 2.14382 0.1 0.0 0.1
H 1.31700 -1.58749 -1.64727 -0.1 0.0 -0.2
H 0.97966 3.57541 0.44361 0.1 0.0 0.0
H 2.15370 -1.64065 2.53202 -0.1 0.0 0.1
H -1.09010 4.93430 1.17173 0.0 0.0 0.1
H -3.68808 2.00681 -0.05675 0.1 0.1 -0.2
H -1.09669 3.21212 1.52226 0.0 0.1 0.1
H 0.20418 -2.78919 1.69792 0.0 0.0 -0.1
H 0.30655 1.00236 0.06717 0.0 0.0 0.0
H -2.76480 2.21676 -1.54407 0.0 0.0 0.0
H -2.42685 4.43251 -0.92573 -0.1 0.1 0.0
H -0.21573 -0.06312 1.75050 0.0 -0.1 -0.1
H -4.11121 -3.04869 -0.10149 -0.1 -0.1 -0.2
H 0.19016 -3.23977 -0.03280 0.2 0.0 0.2
H -0.54324 0.58554 -1.42850 0.1 0.1 0.1
H -3.73476 -1.73956 1.04632 0.0 0.1 0.1
H -0.75072 2.98158 -1.99089 0.0 0.0 -0.1
H 0.91966 2.51667 -1.71920 -0.1 0.0 -0.1
H 3.38871 -0.28649 -2.04692 0.0 0.0 -0.1
H -3.24598 4.13866 0.60260 0.0 0.0 -0.1
H -2.92096 -3.33853 1.18877 0.1 -0.2 0.1
H -1.57676 -1.07948 2.27014 0.1 0.2 -0.1
H 0.29848 4.71565 -0.71205 0.1 0.0 0.0
```
Positions in Å, forces in eV/Å.

For each atom in turn, the natural (NBO) charge in e is: atom 1 (Cl): 0.010, atom 2 (S): 2.318, atom 3 (O): -0.940, atom 4 (O): -0.954, atom 5 (O): -0.654, atom 6 (N): -0.430, atom 7 (N): -0.681, atom 8 (C): -0.230, atom 9 (C): -0.412, atom 10 (C): 0.696, atom 11 (C): -0.180, atom 12 (C): -0.417, atom 13 (C): -0.149, atom 14 (C): -0.397, atom 15 (C): -0.039, atom 16 (C): -0.055, atom 17 (C): -0.234, atom 18 (C): -0.217, atom 19 (C): -0.322, atom 20 (C): -0.253, atom 21 (C): -0.399, atom 22 (C): -0.886, atom 23 (C): -0.249, atom 24 (H): 0.229, atom 25 (H): 0.229, atom 26 (H): 0.202, atom 27 (H): 0.207, atom 28 (H): 0.211, atom 29 (H): 0.251, atom 30 (H): 0.201, atom 31 (H): 0.186, atom 32 (H): 0.201, atom 33 (H): 0.199, atom 34 (H): 0.200, atom 35 (H): 0.229, atom 36 (H): 0.257, atom 37 (H): 0.261, atom 38 (H): 0.216, atom 39 (H): 0.279, atom 40 (H): 0.203, atom 41 (H): 0.221, atom 42 (H): 0.231, atom 43 (H): 0.215, atom 44 (H): 0.233, atom 45 (H): 0.208, atom 46 (H): 0.204

=====

For each record above, in turn, the calculated lowest unoccupied orbital energy values are 2.24, 0.31, -4.58, 0.60 eV.